Record 1
C4H12N2O2 | ωB97M-V/def2-TZVPD

Each line ends with the Mulliken charge.
Atoms and positions in Å:
C: -1.148 1.468 -1.476  -1.271
C: -0.658 0.242 -0.707  -0.507
C: 0.805 0.170 -0.329  0.456
N: 1.468 1.392 0.100  -0.653
C: 0.885 -0.903 0.822  0.288
N: 2.011 -0.775 1.539  -0.359
O: 0.165 -1.880 0.989  -0.743
H: -1.744 1.255 -2.364  0.332
H: -0.332 2.035 -1.919  0.349
H: -1.880 2.027 -0.883  0.269
H: -1.261 0.130 0.196  0.364
H: -0.856 -0.693 -1.267  0.332
H: 1.588 -0.293 -0.962  0.217
H: 0.996 1.910 0.834  0.206
H: 1.584 2.064 -0.647  0.240
H: 2.650 -0.001 1.474  0.218
H: 2.337 -1.550 2.092  0.235
O: -2.464 -1.946 0.658  -0.684
H: -1.466 -1.968 0.617  0.431
H: -2.681 -2.682 1.230  0.278

- HOMO energy: -9.8 eV
- Frontier orbital gap: 10.5 eV
- SMILES: CC[C@@H](N)C(N)=O.O
- Lowest unoccupied orbital energy: 0.732 eV
- Total charge: 0
- E_tot: -419.606486 Ha



Record 2
C4H12N2O2 | ωB97M-V/def2-TZVPD

Each line ends with the Mulliken charge.
Atoms and positions in Å:
N: 1.304 1.426 1.084  -0.792
C: 2.044 0.383 0.478  0.425
N: 2.361 -0.469 1.561  -0.707
O: 3.206 0.933 -0.038  -0.550
H: 1.856 1.665 1.909  0.280
H: 0.476 0.985 1.486  0.286
H: 1.499 -0.121 -0.323  0.215
H: 3.059 -1.126 1.221  0.206
H: 1.530 -1.022 1.773  0.316
H: 2.942 1.857 -0.177  0.327
C: -3.039 -0.313 -1.429  -1.311
C: -1.680 0.061 -0.876  -0.109
C: -1.050 -1.137 -0.218  -0.049
O: -0.660 -1.140 0.946  -0.498
H: -3.675 -0.742 -0.647  0.349
H: -2.945 -1.059 -2.226  0.349
H: -3.542 0.567 -1.840  0.349
H: -1.774 0.865 -0.140  0.259
H: -1.017 0.403 -1.677  0.316
H: -0.894 -2.016 -0.867  0.340

- HOMO energy: -9.4 eV
- Frontier orbital gap: 10.1 eV
- SMILES: NC(N)O.CCC=O
- Lowest unoccupied orbital energy: 0.654 eV
- Total charge: 0
- E_tot: -419.574682 Ha



Record 3
C4H12N2O2 | ωB97M-V/def2-TZVPD

Each line ends with the Mulliken charge.
Atoms and positions in Å:
C: 0.637 2.547 0.560  -0.947
N: -0.235 1.739 -0.319  -0.366
C: 0.496 0.850 -1.247  -0.717
C: 1.088 -0.307 -0.461  -0.525
N: 0.062 -1.142 0.112  0.072
C: 0.139 -2.491 0.128  -0.018
O: 1.049 -3.136 -0.351  -0.578
H: 0.762 1.985 1.484  0.260
H: 1.574 2.826 0.075  0.310
H: 0.089 3.457 0.812  0.392
H: -0.910 2.325 -0.785  0.291
H: -0.229 0.445 -1.937  0.383
H: 1.320 1.418 -1.681  0.315
H: 1.754 0.056 0.329  0.281
H: 1.724 -0.942 -1.069  0.376
H: -0.766 -0.718 0.500  0.122
H: -0.737 -2.985 0.569  0.338
O: -2.587 0.768 1.145  -0.695
H: -1.741 1.082 0.780  0.400
H: -2.953 1.561 1.546  0.304

- HOMO energy: -9.5 eV
- Frontier orbital gap: 10.1 eV
- SMILES: CNCCNC=O.O
- Lowest unoccupied orbital energy: 0.607 eV
- Total charge: 0
- E_tot: -419.600420 Ha



Record 4
C4H12N2O2 | ωB97M-V/def2-TZVPD

Each line ends with the Mulliken charge.
Atoms and positions in Å:
C: 1.128 0.133 1.393  -1.681
C: 0.355 -0.800 0.447  0.545
C: -0.866 -1.366 1.246  -0.239
O: -1.356 -2.418 0.766  -0.472
N: -0.341 -0.364 -0.730  -0.266
C: 0.435 0.007 -1.879  -0.633
N: 1.371 1.065 -1.590  -0.373
H: 0.609 0.265 2.261  0.505
H: 2.077 -0.354 1.298  0.413
H: 1.165 1.180 0.973  0.307
H: 0.983 -1.713 0.284  0.325
H: -1.256 -0.931 2.135  0.364
H: -1.192 0.334 -0.596  0.340
H: -0.199 0.565 -2.820  0.257
H: 0.859 -0.951 -2.373  0.272
H: 1.891 0.882 -0.807  0.123
H: 1.970 1.452 -2.409  0.228
O: -1.040 2.660 0.499  -0.642
H: -0.598 2.255 1.184  0.304
H: -0.663 2.336 -0.257  0.322

- HOMO energy: -9.3 eV
- Frontier orbital gap: 9.9 eV
- SMILES: C[C@@H](C=O)NCN.O
- Lowest unoccupied orbital energy: 0.656 eV
- Total charge: 0
- E_tot: -419.484632 Ha



Record 5
C4H12N2O2 | ωB97M-V/def2-TZVPD

Each line ends with the Mulliken charge.
Atoms and positions in Å:
O: -2.517 -1.166 -0.579  -0.366
C: -2.036 -1.117 0.522  -0.470
C: -0.678 -0.499 0.717  0.346
C: -0.834 1.140 0.793  -1.109
N: 0.435 -1.030 -0.068  0.047
C: 1.787 -0.704 0.513  -0.437
N: 2.565 0.263 -0.225  -0.495
H: -2.541 -1.627 1.344  0.385
H: -0.339 -0.812 1.724  0.465
H: -1.882 1.110 0.546  0.407
H: -0.584 1.404 1.819  0.315
H: -0.014 1.577 0.214  0.337
H: 0.372 -0.514 -0.965  0.219
H: 2.348 -1.628 0.620  0.429
H: 1.704 -0.269 1.506  0.342
H: 2.945 -0.199 -1.054  0.317
H: 2.080 1.066 -0.628  0.275
H: -0.652 1.472 -1.651  0.303
H: -1.455 0.782 -2.865  0.316
O: -0.705 0.751 -2.284  -0.627

- HOMO energy (spin up / spin down): -14.5 / -14.3 eV
- Frontier orbital gap (spin up / spin down): 10.9 / 6.0 eV
- Lowest unoccupied orbital energy (spin up / spin down): -3.581 / -8.305 eV
- Total charge: +1
- E_tot: -419.212017 Ha
- Multiplicity: 2



Record 6
C4H12N2O2S | ωB97M-V/def2-TZVPD

Each line ends with the Mulliken charge.
Atoms and positions in Å:
C: -2.219 0.837 0.670  -0.862
N: -2.028 0.098 -0.591  -0.171
C: -0.896 0.193 -1.321  -0.183
O: -0.950 0.081 -2.535  -0.650
C: 0.427 0.232 -0.560  1.219
N: 1.347 1.279 -1.106  -0.720
C: 1.025 -1.145 -0.739  -0.904
S: 1.928 -1.850 0.704  -0.241
H: -3.249 0.954 0.997  0.358
H: -1.957 1.903 0.571  0.324
H: -1.536 0.482 1.435  0.246
H: -2.892 0.122 -1.106  0.292
H: 0.385 0.476 0.501  -0.196
H: 2.029 0.782 -1.669  0.248
H: 0.800 1.936 -1.655  0.261
H: 0.342 -1.954 -1.022  0.383
H: 1.733 -1.242 -1.552  0.446
H: 3.038 -2.273 0.046  0.137
O: 0.483 -0.299 3.119  -0.623
H: 1.161 -0.967 3.178  0.281
H: 1.030 0.353 2.635  0.357

- HOMO energy: -9.4 eV
- Frontier orbital gap: 10.0 eV
- SMILES: CNC(=O)[C@H](N)CS.O
- Lowest unoccupied orbital energy: 0.628 eV
- Total charge: 0
- E_tot: -817.765982 Ha



Record 7
C4H12N2O3 | ωB97M-V/def2-TZVPD

Each line ends with the Mulliken charge.
Atoms and positions in Å:
C: 0.233 -0.299 1.809  -0.222
C: -0.601 0.303 0.690  0.302
N: -0.631 -0.439 2.975  -0.614
O: -0.673 1.639 0.764  -0.433
O: -1.575 -0.322 0.168  -0.617
H: -1.460 1.938 0.285  0.406
H: -0.100 -0.720 3.789  0.245
H: -1.353 -1.130 2.806  0.214
H: 0.676 -1.243 1.465  0.207
H: 1.040 0.393 2.046  0.349
C: 1.091 0.290 -1.134  -0.452
C: 0.348 1.069 -2.191  -0.894
N: 0.535 -1.543 -1.346  -0.409
O: -0.734 -1.631 -1.678  -0.414
H: -1.329 -1.065 -0.837  0.427
H: 0.630 -1.872 -0.373  0.288
H: 2.043 -0.079 -1.509  0.438
H: 1.396 0.896 -0.281  0.331
H: 1.026 1.753 -2.707  0.344
H: -0.482 1.655 -1.796  0.182
H: -0.083 0.408 -2.946  0.325

- HOMO energy (spin up / spin down): -8.6 / -8.6 eV
- Frontier orbital gap (spin up / spin down): 9.0 / 9.0 eV
- Lowest unoccupied orbital energy (spin up / spin down): 0.359 / 0.360 eV
- Total charge: 0
- E_tot: -494.671853 Ha



Record 8
C4H12N2O3PS | ωB97M-V/def2-TZVPD

Each line ends with the Mulliken charge.
Atoms and positions in Å:
C: -0.435 1.250 1.680  -1.366
C: -1.380 -1.664 -1.484  -0.698
C: -0.344 -0.568 -1.619  -0.157
C: -0.144 0.204 0.599  0.198
N: -1.087 -2.627 -0.409  -0.714
N: -0.633 0.441 -0.589  -0.592
O: 4.301 2.558 -0.131  -0.719
O: 2.794 1.562 1.635  -0.530
O: 1.827 2.507 -0.576  -0.513
P: 3.094 1.684 -0.020  0.745
S: 3.259 -0.197 -0.644  -0.567
H: -1.253 0.857 2.215  0.379
H: -0.595 1.932 0.996  0.477
H: 0.376 1.402 2.348  0.234
H: -2.282 -1.094 -1.191  0.360
H: -1.623 -2.320 -2.349  0.339
H: -0.426 -0.029 -2.548  0.350
H: 0.698 -0.996 -1.533  0.123
H: 0.658 -0.567 0.939  0.368
H: -0.132 -3.020 -0.585  0.270
H: -0.899 -2.102 0.461  0.350
H: 0.997 2.121 -0.577  0.361
H: 3.251 0.782 2.103  0.303

- HOMO energy: -4.2 eV
- Frontier orbital gap: 7.6 eV
- Lowest unoccupied orbital energy: 3.369 eV
- Total charge: -1
- E_tot: -1234.513511 Ha



Record 9
C4H12N2O4 | ωB97M-V/def2-TZVPD

Each line ends with the Mulliken charge.
Atoms and positions in Å:
C: 2.336 -0.177 -0.707  -0.958
N: 1.113 0.648 -0.964  -0.412
C: 0.092 -0.034 -1.778  -0.484
C: -0.642 -1.105 -0.991  0.468
O: -1.451 -1.797 -1.574  -0.613
N: -0.414 -1.184 0.344  0.097
C: -1.082 -2.087 1.178  0.008
O: -1.196 -1.849 2.344  -0.490
H: 2.497 -0.867 -1.534  0.297
H: 2.217 -0.683 0.243  0.289
H: 3.157 0.516 -0.644  0.405
H: 1.521 1.450 -1.414  0.300
H: 0.503 -0.483 -2.688  0.364
H: -0.637 0.744 -2.007  0.322
H: 0.313 -0.591 0.716  0.072
H: -1.500 -2.973 0.690  0.381
O: -0.220 2.633 1.934  -0.732
H: -0.149 2.247 2.818  0.341
H: 0.130 1.974 1.313  0.340
O: -2.471 0.955 1.013  -0.622
H: -2.313 1.295 0.130  0.279
H: -1.804 1.367 1.579  0.349

- HOMO energy: -10.0 eV
- Frontier orbital gap: 10.4 eV
- SMILES: CNCC(=O)NC=O.O.O
- Lowest unoccupied orbital energy: 0.375 eV
- Total charge: 0
- E_tot: -570.082860 Ha



Record 10
C4H12N2O5S2 | ωB97M-V/def2-TZVPD

Each line ends with the Mulliken charge.
Atoms and positions in Å:
C: -0.921 2.580 -1.115  -1.234
C: -0.775 1.433 1.252  -1.758
C: -0.040 1.862 -0.026  0.446
C: 0.466 0.623 -0.680  -0.195
N: 2.806 -1.137 -0.812  -0.577
N: -0.880 -3.013 1.023  -0.739
O: 1.433 -1.125 1.287  -0.542
O: 2.751 0.925 0.784  -0.590
O: -2.533 -1.329 0.019  -0.649
O: -0.713 -2.197 -1.183  -0.626
O: 0.226 0.147 -1.775  -0.362
S: 1.927 -0.173 0.293  1.178
S: -1.103 -1.496 0.280  1.081
H: -1.551 3.360 -0.659  0.339
H: -1.424 1.847 -1.699  0.350
H: -0.179 3.257 -1.579  0.336
H: -1.651 0.856 1.130  0.559
H: -0.322 0.720 1.879  0.609
H: -1.210 2.363 1.905  0.276
H: 0.816 2.373 0.210  0.567
H: 2.192 -1.919 -1.014  0.318
H: 3.157 -0.641 -1.655  0.296
H: -0.131 -2.880 1.754  0.302
H: -1.638 -3.244 1.663  0.294
H: -0.704 -3.193 -1.282  0.323

- HOMO energy (spin up / spin down): -6.7 / -9.8 eV
- Frontier orbital gap (spin up / spin down): 7.1 / 6.3 eV
- Lowest unoccupied orbital energy (spin up / spin down): 0.404 / -3.510 eV
- Total charge: 0
- E_tot: -1441.463665 Ha
- Multiplicity: 3



Record 11
C4H12N2S | ωB97M-V/def2-TZVPD

Each line ends with the Mulliken charge.
Atoms and positions in Å:
N: -2.799 -0.466 0.392  -0.566
C: 0.507 0.928 -0.644  0.396
C: 0.827 2.126 -1.301  -0.572
S: -2.209 1.116 -2.593  -0.433
C: 1.473 0.087 0.204  -0.276
N: 0.673 -0.748 1.071  -0.135
C: 1.479 -1.495 2.042  -0.747
H: -1.954 -0.969 0.580  0.176
H: -2.806 -0.121 -0.600  0.197
H: -0.478 0.398 -0.795  -0.342
H: 0.154 2.380 -2.115  0.180
H: 1.705 2.738 -1.011  0.250
H: -2.336 0.047 -3.352  0.125
H: 2.119 0.764 0.895  0.333
H: 2.204 -0.526 -0.441  0.333
H: -3.727 -0.982 0.651  0.196
H: 0.785 -2.149 2.592  0.298
H: 2.142 -0.982 2.903  0.261
H: 2.240 -2.144 1.523  0.324

- HOMO energy: -7.4 eV
- Frontier orbital gap: 3.0 eV
- Lowest unoccupied orbital energy: -4.377 eV
- Total charge: 0
- E_tot: -667.009909 Ha



Record 12
C4H12N2S | ωB97M-V/def2-TZVPD

Each line ends with the Mulliken charge.
Atoms and positions in Å:
N: 1.466 0.722 2.315  -0.574
C: 1.142 -0.601 2.779  -0.435
C: 0.350 -1.380 1.673  -0.744
N: 0.500 -0.951 0.317  -0.185
C: -0.641 -0.656 -0.600  -0.547
C: -0.047 0.336 -1.635  -0.831
S: -1.379 1.303 -2.457  -0.213
H: 0.634 1.320 2.315  0.198
H: 1.953 1.321 2.988  0.233
H: 2.012 -1.212 3.009  0.350
H: 0.491 -0.734 3.677  0.244
H: 0.738 -2.409 1.731  0.297
H: -0.680 -1.542 1.994  0.329
H: 1.095 -1.512 -0.276  0.222
H: -1.042 -1.556 -1.065  0.368
H: -1.408 -0.150 0.004  0.411
H: 0.318 -0.308 -2.449  0.300
H: 0.870 0.759 -1.237  0.464
H: -1.775 0.221 -3.146  0.113

- HOMO energy: -8.4 eV
- Frontier orbital gap: 9.4 eV
- SMILES: NCCNCCS
- Lowest unoccupied orbital energy: 0.947 eV
- Total charge: 0
- E_tot: -667.238484 Ha



Here are the calculated energy above the lowest of the compared OMol25 structures with the same formula, charge and spin numbers, same order: 110.3, 193.8, 126.2, 430.2, 315.6, 118.6, 539.8, 16.1, 130.2, 35.8, 748.2, 148.1 (kJ/mol).